Entry 1:
Formula: C42H52F3N6O4RuS5Se2Si
Source: OMol25
Level of theory: wB97M-V/def2-TZVPD

Output
- Kohn-Sham gap (spin up / spin down): 5.05 / 4.99 eV
- Expectation value of S²: 1.19
- 2S+1: 2
- ΔE to the lowest compared entry with this formula, charge and spin: 39.5 kcal per mole

Element x y z (Å)
Ru  1.29761  0.57679  0.51262
Se  1.58361  3.08249  3.18562
Se  2.97391  0.63629  3.68352
C  1.25971  -0.10531  3.60672
C  0.72581  -0.68201  4.75942
C  -0.51669  -1.26841  4.70172
C  -1.19359  -1.24881  3.48762
C  -0.60969  -0.62551  2.40192
N  0.59611  -0.05571  2.44512
C  2.94831  3.27419  1.90522
C  3.97301  4.18799  2.16222
C  4.96651  4.35429  1.22512
C  4.87841  3.62899  0.04482
C  3.82031  2.75789  -0.12788
N  2.88961  2.53889  0.79692
H  1.30861  -0.65401  5.66872
H  -0.95449  -1.72721  5.57512
H  -2.16489  -1.70331  3.38032
H  -1.12529  -0.59981  1.44782
H  3.97711  4.72359  3.09902
H  5.78921  5.03019  1.40222
H  5.62631  3.72279  -0.72638
H  3.71581  2.23849  -1.06538
C  5.17071  -1.13611  1.39982
C  4.69521  -0.77231  0.03012
C  5.54741  -1.01181  -1.04428
C  5.11981  -0.69861  -2.32468
C  3.88011  -0.13851  -2.50938
C  3.06271  0.11609  -1.38748
N  3.49571  -0.23211  -0.14648
N  1.86711  0.72149  -1.40468
Si  1.12181  1.26739  -2.91128
C  0.91381  -0.26361  -4.06778
C  2.28331  2.57439  -3.69928
C  -0.59039  2.08249  -3.10618
H  6.22571  -0.89491  1.50532
H  5.06051  -2.20951  1.55202
H  4.61091  -0.61101  2.16912
H  6.52781  -1.42691  -0.87208
H  5.75961  -0.89531  -3.17198
H  3.53901  0.11579  -3.49398
H  1.84491  -0.73351  -4.36018
H  0.40551  0.02599  -4.98228
H  0.29851  -1.01291  -3.57788
H  3.33811  2.32179  -3.70648
H  2.16691  3.50579  -3.15498
H  1.97091  2.74189  -4.72538
H  -1.38859  1.35329  -3.19598
H  -0.57479  2.66979  -4.01948
H  -0.84069  2.75699  -2.30108
F  1.31961  5.45959  1.39872
C  0.07231  5.13329  1.03462
F  -0.66639  5.05769  2.14832
F  -0.39099  6.15579  0.31552
S  -0.12229  3.53399  0.04002
O  -1.43429  3.74929  -0.50268
O  0.99601  3.51479  -0.85228
O  -0.10079  2.49009  1.07022
C  -5.18709  -0.22541  2.57712
C  -4.12219  0.73359  3.10002
C  -4.30979  2.17959  2.64072
C  -4.29139  2.32109  1.11882
N  -3.03249  1.85109  0.59062
C  -2.81829  1.03989  -0.43478
S  -1.28659  0.33949  -0.69348
N  -3.79989  0.57709  -1.23858
C  -4.91639  1.28249  -1.84288
C  -6.21999  0.48009  -1.74738
C  -6.32099  -0.67181  -2.75138
C  -5.44849  -1.87791  -2.41198
H  -5.07339  -1.19951  3.04762
H  -5.09739  -0.36631  1.50282
H  -6.18519  0.14339  2.80482
H  -3.14099  0.38749  2.77572
H  -4.13899  0.71619  4.19182
H  -3.51329  2.78979  3.06922
H  -5.26139  2.56289  3.01242
H  -4.44669  3.37029  0.84762
H  -5.09659  1.72279  0.69802
H  -2.19579  2.23529  1.01662
H  -3.44969  -0.17071  -1.82088
H  -4.69159  1.45929  -2.90128
H  -5.03129  2.25609  -1.37108
H  -7.05149  1.16349  -1.93028
H  -6.33339  0.08369  -0.73678
H  -6.06819  -0.30641  -3.74868
H  -7.36279  -0.99921  -2.78588
H  -4.40729  -1.72181  -2.68278
H  -5.79939  -2.75341  -2.95418
H  -5.49709  -2.09491  -1.34748
O  0.73611  -1.41971  -0.07678
C  0.98531  -2.76351  0.05172
C  1.15041  -3.17561  1.49792
C  2.09671  -2.69791  2.34842
C  2.02271  -3.26401  3.63822
C  1.02031  -4.16931  3.74592
S  0.14491  -4.34561  2.27482
C  2.22251  -3.18281  -0.72148
C  2.48151  -2.93091  -2.03258
C  3.70171  -3.48791  -2.47788
C  4.35151  -4.16491  -1.49908
S  3.48131  -4.13291  -0.01228
C  -0.20649  -3.48521  -0.54788
C  -0.26309  -4.54791  -1.39558
C  -1.58719  -4.89901  -1.74798
C  -2.51179  -4.09641  -1.16178
S  -1.78239  -2.89221  -0.17178
H  2.81181  -1.95541  2.04722
H  2.68321  -2.99691  4.44312
H  0.73311  -4.75481  4.59542
H  1.81421  -2.36381  -2.65148
H  4.08061  -3.38571  -3.48028
H  5.29101  -4.68041  -1.55068
H  0.60471  -5.06861  -1.76068
H  -1.83689  -5.70681  -2.41528
H  -3.58109  -4.13211  -1.25138

Here are the Löwdin charges for atoms 1 to 6, given in e:
1. Ru 1.382
2. Se 0.946
3. Se 0.868
4. C -0.770
5. C -0.119
6. C -0.040

---

Entry 2:
Formula: C32H64O26
Source: OMol25
Level of theory: wB97M-V/def2-TZVPD

Output
- Kohn-Sham gap: 9.94 eV
- SMILES: COC(=O)OC.COC(=O)OC.COC(=O)OC.COC(=O)OC.COC(=O)OC.COC(=O)OC.COC(=O)OC.COC(=O)OC.C1CCOC1.C1CCOC1
- ΔE to the lowest compared entry with this formula, charge and spin: 29.5 kcal per mole

Element x y z (Å)
C  17.84135  15.20422  -24.17083
O  16.97640  16.02584  -24.98906
C  15.64928  16.05481  -24.85264
O  14.94508  16.77710  -25.52325
O  15.25692  15.09140  -24.03285
C  13.88957  14.93001  -23.71216
H  17.91649  14.28211  -24.74717
H  17.52165  14.89909  -23.17444
H  18.85178  15.61133  -24.13337
H  13.68206  13.96980  -23.23989
H  13.20190  15.04586  -24.54990
H  13.62073  15.68492  -22.97328
C  7.53066  9.92039  -18.50430
O  8.71166  10.41490  -17.95863
C  8.80590  11.72035  -17.63522
O  7.94781  12.62740  -17.68457
O  10.03956  11.87788  -17.10158
C  10.47049  13.09313  -16.59742
H  7.73402  9.35878  -19.41607
H  6.83295  10.68953  -18.83554
H  7.03465  9.24298  -17.80919
H  11.33124  12.97833  -15.93862
H  9.73156  13.54977  -15.93896
H  10.90624  13.70633  -17.38622
C  9.31709  10.76311  -21.85273
O  8.27549  11.73291  -21.42939
C  8.32154  13.05090  -21.80936
O  7.39075  13.81746  -21.53998
O  9.42846  13.28245  -22.54767
C  9.67003  14.54865  -23.17217
H  9.27635  10.56686  -22.92414
H  9.21833  9.82382  -21.30859
H  10.33733  11.11694  -21.70433
H  10.73407  14.77408  -23.24356
H  9.31864  15.44705  -22.66472
H  9.21098  14.49255  -24.15920
C  11.66398  8.54442  -18.97077
O  12.07781  9.77572  -19.42066
C  13.18031  9.85075  -20.29703
O  13.65224  8.90925  -20.93597
O  13.62441  11.13264  -20.48998
C  12.84889  12.29833  -20.23016
H  11.37923  7.91927  -19.81707
H  10.89531  8.60981  -18.20072
H  12.51997  8.06749  -18.49336
H  12.85111  12.56279  -19.17274
H  11.79122  12.22152  -20.48225
H  13.24207  13.15014  -20.78508
C  7.55946  13.30734  -25.95981
O  6.86923  12.59614  -24.96790
C  7.15298  11.26824  -24.87095
O  8.08774  10.68758  -25.37080
O  6.20901  10.61762  -24.11124
C  5.07444  11.24022  -23.42667
H  8.63331  13.21264  -25.79868
H  7.28710  14.36270  -25.97105
H  7.30421  12.76854  -26.87230
H  5.46300  12.05799  -22.81973
H  4.48043  10.58899  -22.78547
H  4.33898  11.71670  -24.07487
C  11.15886  11.85686  -26.78362
O  11.16132  11.96530  -25.33022
C  12.19889  11.45262  -24.53092
O  12.31330  11.69519  -23.32716
O  12.98866  10.58213  -25.18007
C  13.85524  9.73217  -24.37260
H  11.51481  10.94132  -27.25605
H  11.87502  12.58820  -27.15827
H  10.20353  12.08729  -27.25515
H  14.63187  10.33312  -23.89952
H  14.24068  8.81776  -24.82359
H  13.37812  9.37743  -23.45903
C  2.25353  18.84414  -23.52750
O  3.44539  18.34513  -22.87294
C  4.03826  17.26076  -23.28089
O  3.62096  16.38200  -24.08477
O  5.24742  17.29088  -22.77840
C  6.15141  16.24054  -23.13681
H  1.81885  18.13126  -24.22819
H  2.49555  19.80689  -23.97765
H  1.44589  19.01950  -22.81683
H  6.31425  16.23277  -24.21455
H  5.65335  15.32822  -22.80864
H  7.10369  16.36743  -22.62186
C  8.18121  18.94691  -21.52411
O  9.27746  19.45322  -22.32685
C  9.58151  18.86189  -23.46418
O  9.06513  17.86024  -23.87410
O  10.64030  19.53559  -23.96501
C  11.15290  19.05729  -25.22883
H  7.26608  18.73439  -22.07681
H  7.93194  19.59142  -20.68116
H  8.39199  17.97210  -21.08432
H  10.81963  18.05074  -25.48157
H  12.23953  19.07366  -25.31286
H  10.94853  19.81337  -25.98691
C  11.02850  7.38206  -24.02280
C  9.86961  6.43254  -23.94113
C  9.02555  6.89724  -22.67500
O  10.15621  7.22043  -21.84045
C  11.30434  7.63114  -22.56230
H  10.69506  8.30653  -24.49424
H  11.86118  6.96741  -24.59097
H  10.08075  5.36319  -23.94345
H  9.31025  6.55359  -24.86879
H  8.40172  6.08469  -22.30254
H  8.41857  7.77717  -22.88805
H  12.11909  6.97485  -22.25641
H  11.50591  8.66273  -22.27370
C  11.72278  16.65926  -20.88777
C  11.01126  15.73384  -19.96642
C  11.62737  16.15616  -18.64982
O  11.76133  17.56490  -18.77041
C  11.86039  17.98269  -20.14881
H  11.24497  16.87545  -21.84332
H  12.73442  16.27686  -21.02359
H  11.21812  14.67607  -20.12900
H  9.93094  15.85837  -20.04062
H  12.66134  15.82207  -18.56384
H  11.11944  15.83703  -17.73973
H  12.72808  18.57272  -20.44392
H  10.96978  18.59848  -20.27421

Here are the Löwdin charges for atoms 1 to 6, given in e:
1. C -0.031
2. O 0.008
3. C -0.605
4. O 0.123
5. O -0.011
6. C -0.028

---

Entry 3:
Formula: C10H10BF3NO5STa
Source: OMol25
Level of theory: wB97M-V/def2-TZVPD

Output
- Kohn-Sham gap: 6.99 eV
- Total charge: +2

Element x y z (Å)
Ta  -0.18777  -0.35622  -1.64766
C  -2.08323  0.65080  2.16923
C  -0.95746  0.47176  1.22612
O  -1.25683  -0.02571  0.07758
C  0.39433  0.82864  1.56963
C  0.76421  1.24030  2.87469
C  2.07011  1.55299  3.18573
C  3.07009  1.48061  2.21606
C  2.75485  1.08178  0.92676
C  1.44606  0.75437  0.59183
O  1.12368  0.32533  -0.63361
H  -3.02148  0.43002  1.66224
H  -2.10587  1.66024  2.57945
H  -1.98952  -0.02910  3.01888
H  0.00989  1.30597  3.64246
H  2.32265  1.87200  4.18528
H  4.08924  1.74211  2.46307
H  3.51303  0.99756  0.16261
F  -1.58421  3.15952  -3.55442
C  -1.69608  2.04862  -2.90004
F  -2.86547  1.92445  -2.30830
F  -0.77152  2.05780  -1.85430
S  -1.27869  0.42353  -3.75724
O  -1.82026  -0.45201  -2.68729
O  -1.74909  0.30282  -5.06220
O  0.17259  0.34736  -3.48787
B  0.29740  -4.77612  -0.69961
C  0.31928  -3.36007  -0.99714
N  0.19538  -2.17888  -1.20197
H  0.05713  -4.87355  0.45739
H  1.31256  -5.36797  -0.82903
H  -0.54500  -5.23893  -1.38836

Here are the natural (NBO) charges for atoms 1 to 6, given in e:
1. Ta 2.486
2. C -0.730
3. C 0.677
4. O -0.681
5. C -0.282
6. C -0.071

---

Going through the records in order, we get E_tot values of -9738.887460; -3213.807533; -1597.040099 a.u..